No. 1
This record from the Open Molecules 2025 dataset describes a 4-piece molecular cluster, C10H28IN2O3 overall. The level of theory is ωB97M-V/def2-TZVPD.

Properties
- energy above the lowest of the compared OMol25 structures with the same formula, charge and spin (kcal per mole) = 0.4
- charge = -1
- energy (a.u.) = -1030.79809
- HOMO level (eV) = -4.437
- largest force on an atom (eV/A) = 0.99

Structure (XYZ):
```
44
Properties=species:S:1:pos:R:3:forces:R:3
I 0.388843 0.226162 -2.386884 0.0 0.3 -0.1
C 1.038309 3.582738 -4.876714 0.1 0.2 0.0
C -0.091884 4.012125 -3.954245 0.1 -0.2 0.2
O -1.173987 3.102863 -3.951683 0.1 0.1 -0.1
H 1.385042 2.582405 -4.619673 -0.1 0.0 0.0
H 1.882697 4.272337 -4.762113 0.0 0.0 -0.1
H 0.707811 3.601993 -5.916454 0.0 -0.1 0.0
H -0.487408 4.978888 -4.272948 0.0 0.0 0.0
H 0.299587 4.122032 -2.933701 0.0 0.1 -0.1
H -0.835101 2.291009 -3.536424 -0.1 -0.2 0.0
C -1.451879 -0.089937 3.478804 -0.1 -0.3 0.5
C -1.541254 0.450871 2.071169 -0.4 -0.5 -0.4
C -1.116723 1.894270 1.984624 0.4 0.6 -0.3
O -1.876729 2.768942 2.806536 0.0 -0.1 0.1
C -3.165442 3.046791 2.309286 0.1 0.1 0.1
N -0.715415 -0.318790 1.141517 0.1 0.4 0.3
H -2.158590 0.422306 4.136446 0.1 0.0 0.0
H -0.451794 0.005965 3.910092 0.1 0.1 -0.2
H -1.693099 -1.157549 3.495034 -0.1 0.1 0.0
H -2.605155 0.400888 1.780283 0.1 0.0 0.0
H -1.139008 2.232148 0.935502 -0.2 -0.1 0.1
H -0.075895 2.006359 2.300430 -0.1 -0.1 0.1
H -3.669925 3.643145 3.069975 0.0 0.0 -0.1
H -3.750466 2.139909 2.137717 0.0 0.0 -0.1
H -3.108705 3.623575 1.378753 0.0 -0.1 0.0
H -1.118059 -1.220464 0.919223 0.0 0.0 0.0
H -0.620521 0.185741 0.261439 0.1 -0.2 -0.1
C 3.261726 -2.646726 -1.049986 0.5 0.3 0.2
C 2.043411 -3.465167 -0.662846 -0.4 -0.6 -0.1
C 1.596387 -3.089804 0.744855 0.7 0.7 0.0
O 0.324645 -3.578378 1.059485 -0.2 -0.3 -0.1
C 0.023768 -3.378360 2.411653 0.1 -0.1 0.2
N 0.935850 -3.319985 -1.616945 0.5 0.3 0.0
H 3.706890 -3.014512 -1.975412 -0.1 0.0 -0.1
H 4.048825 -2.665967 -0.283175 -0.1 -0.1 0.0
H 2.982952 -1.598589 -1.194097 -0.1 -0.1 -0.1
H 2.307827 -4.532831 -0.663307 0.0 0.1 0.1
H 1.629718 -1.988670 0.850022 -0.3 -0.1 -0.1
H 2.345080 -3.460247 1.468590 -0.1 -0.2 -0.1
H 0.703077 -3.956114 3.060331 0.0 0.1 0.0
H -0.988369 -3.744210 2.585514 0.0 0.1 0.0
H 0.098185 -2.317396 2.678652 0.0 -0.1 0.0
H 0.877745 -2.315966 -1.827043 -0.4 -0.2 0.0
H 1.247047 -3.733784 -2.492264 -0.1 0.0 0.0
```
Positions in Å, forces in eV/Å.



No. 2
This record from the Open Molecules 2025 dataset describes C28H37Cl3FeN3O5SSi2 as an isolated structure. The level of theory is ωB97M-V/def2-TZVPD.

Properties
- energy above the lowest of the compared OMol25 structures with the same formula, charge and spin (kcal per mole) = 0.0
- multiplicity = 6
- energy (a.u.) = -5251.50487
- HOMO level (spin up / spin down) (eV) = -8.267 / -8.264
- largest force on an atom (eV/A) = 0.48

Structure (XYZ):
```
80
Properties=species:S:1:pos:R:3:forces:R:3
Fe -0.093215 -0.846436 -2.493356 0.1 0.2 0.0
O -0.525111 6.021675 -1.650216 0.0 0.1 -0.1
C 0.558979 5.426573 -1.725273 0.0 -0.2 0.2
O 1.734341 5.771087 -1.538286 0.0 0.1 -0.1
C 0.408899 3.911836 -2.074643 0.0 0.2 0.0
C 1.525821 3.092014 -2.130448 0.0 -0.1 0.0
C 1.355211 1.744325 -2.378231 0.0 0.1 0.0
N 0.137261 1.220925 -2.549615 0.0 -0.2 -0.1
C -0.945176 2.003808 -2.528743 0.0 0.2 0.0
C -0.844334 3.362115 -2.299729 0.0 -0.1 0.0
C -2.218264 1.273211 -2.704145 -0.1 0.0 -0.2
C -3.451413 1.899773 -2.788666 0.0 0.0 0.0
C -4.590052 1.119230 -2.893326 0.0 0.0 0.0
C -4.471052 -0.261844 -2.904984 0.0 0.0 0.0
C -3.206574 -0.813521 -2.829861 0.0 0.0 0.0
N -2.109050 -0.063134 -2.742260 0.1 0.0 0.0
C 2.453205 0.757086 -2.462010 0.1 0.0 -0.1
C 3.793590 1.101598 -2.389042 0.0 0.0 0.0
C 4.745979 0.100916 -2.483437 0.0 0.0 0.0
C 4.338072 -1.214482 -2.636236 0.0 0.0 0.0
C 2.982837 -1.480044 -2.697345 0.1 0.0 0.0
N 2.067519 -0.516230 -2.622470 -0.2 0.0 0.0
H 2.486393 3.560116 -1.959972 0.0 0.0 0.0
H -1.691400 4.033516 -2.251219 0.0 0.0 0.0
H -3.513397 2.977702 -2.762744 0.0 0.0 0.0
H -5.563459 1.586403 -2.961446 0.0 0.0 0.0
H -5.335379 -0.905718 -2.976552 0.0 0.0 0.0
H -3.057767 -1.885071 -2.837023 0.0 0.0 0.0
H 4.080702 2.135261 -2.263143 0.0 0.0 0.0
H 5.798270 0.347712 -2.437146 0.0 0.0 0.0
H 5.048357 -2.025192 -2.707593 0.0 0.0 0.0
H 2.612039 -2.490177 -2.803696 0.0 0.0 0.0
Cl -1.876062 -2.679760 -5.447553 0.0 0.0 0.1
Si -0.218964 -2.744433 -4.189391 0.0 0.2 0.0
Cl 1.408485 -2.806527 -5.489466 -0.1 0.0 0.1
Cl -0.278030 -4.613401 -3.305676 0.0 0.0 0.0
C -1.577879 1.742369 2.992594 0.0 0.0 0.0
C -2.171377 0.963293 1.827231 0.0 0.0 0.0
C -1.889562 1.647262 0.498370 0.0 0.0 0.1
C -3.665648 0.756494 2.015688 0.0 0.0 0.0
O -1.602214 -0.364015 1.815927 0.0 0.1 -0.1
Si -0.127946 -0.912890 1.430764 0.0 0.1 0.0
S -0.161455 -1.796113 -0.543591 -0.1 -0.4 0.2
O 0.958454 0.283159 1.501067 0.0 0.1 -0.2
C 2.368386 0.324061 1.795228 0.0 0.0 0.2
C 2.529488 0.237125 3.307497 0.0 -0.1 0.0
C 2.863756 1.663930 1.278103 0.0 0.0 0.1
C 3.081969 -0.830027 1.102530 0.0 0.1 -0.1
O 0.297944 -2.103550 2.439139 0.0 -0.1 0.0
C -0.447723 -3.179934 3.048379 0.0 0.0 0.0
C -1.473083 -3.739725 2.072480 0.0 0.0 0.0
C 0.584763 -4.234909 3.411063 0.0 0.0 0.0
C -1.127121 -2.626126 4.293920 0.0 0.0 0.0
H -2.042370 2.727396 3.058643 0.0 0.0 0.0
H -0.504459 1.874406 2.856126 0.0 0.0 0.0
H -1.755315 1.211083 3.929125 0.0 0.0 0.0
H -2.355147 2.634150 0.464810 0.0 0.0 0.0
H -2.297656 1.036984 -0.306504 0.0 0.0 0.1
H -0.815440 1.773161 0.347919 0.0 0.0 0.0
H -4.181455 1.717055 2.050906 0.0 0.0 0.0
H -3.856617 0.223785 2.948199 0.0 0.0 0.0
H -4.070735 0.169520 1.189450 0.0 0.0 0.0
H 1.983505 1.048311 3.791234 0.0 0.0 0.0
H 3.582330 0.317775 3.583271 0.0 0.0 0.0
H 2.142421 -0.715602 3.671170 0.0 0.0 0.0
H 2.317798 2.481731 1.750161 0.0 0.0 0.0
H 2.709078 1.730726 0.204192 0.0 0.0 -0.1
H 3.927197 1.789143 1.488160 0.0 0.0 0.0
H 2.710622 -1.789143 1.466018 0.0 0.0 0.0
H 4.153580 -0.775799 1.300250 0.0 0.0 0.0
H 2.923322 -0.781109 0.022091 0.0 0.0 0.1
H -0.986646 -4.123058 1.174940 0.0 0.0 0.0
H -2.190734 -2.969789 1.781599 0.0 0.0 0.0
H -2.023697 -4.554466 2.545073 0.0 0.0 0.0
H 1.073345 -4.607775 2.510052 0.0 0.0 0.0
H 0.109749 -5.072616 3.923621 0.0 0.0 0.0
H 1.342105 -3.808016 4.069759 0.0 0.0 0.0
H -1.842836 -1.851379 4.018481 0.0 0.0 0.0
H -0.383619 -2.196957 4.967349 0.0 0.0 0.0
H -1.656377 -3.420845 4.822481 0.0 0.0 0.0
```
Positions in Å, forces in eV/Å.



No. 3
This record from the Open Molecules 2025 dataset describes an isolated molecule of CH4N2O2S at a distorted geometry. The level of theory is ωB97M-V/def2-TZVPD.

Properties
- energy above the lowest of the compared OMol25 structures with the same formula, charge and spin (kcal per mole) = 83.4
- energy (a.u.) = -698.54249
- SMILES = C=NS(N)(=O)=O
- HOMO level (eV) = -9.995
- largest force on an atom (eV/A) = 8.98

Structure (XYZ):
```
10
Properties=species:S:1:pos:R:3:forces:R:3
C -1.099058 0.595626 -1.120137 2.0 -0.8 -0.1
N -0.276085 0.977574 -0.213817 -1.3 0.5 -0.2
S 1.214455 0.267064 -0.170661 -2.1 -6.9 -5.4
N 0.937693 -0.750734 1.254139 0.3 2.8 -1.8
O 2.245680 1.214985 -0.044911 0.7 0.5 0.8
O 1.198673 -0.808547 -1.674908 0.5 3.8 5.9
H -2.060918 1.018294 -1.235229 -0.9 0.8 0.5
H -0.825626 -0.169771 -1.864929 0.2 0.2 0.4
H 0.364153 -1.525473 0.981738 -0.1 -0.5 -0.4
H 1.835088 -1.032604 1.573694 0.9 -0.5 0.3
```
Positions in Å, forces in eV/Å.



No. 4
This record from the Open Molecules 2025 dataset describes C6H9N3 as an isolated structure at a distorted geometry. The level of theory is ωB97M-V/def2-TZVPD.

Properties
- energy above the lowest of the compared OMol25 structures with the same formula, charge and spin (kcal per mole) = 123.8
- energy (a.u.) = -398.07822
- HOMO level (eV) = -9.458
- largest force on an atom (eV/A) = 13.97

Structure (XYZ):
```
18
Properties=species:S:1:pos:R:3:forces:R:3
C 1.786148 -0.784837 -0.294763 5.0 -5.1 -1.6
C 2.720218 -0.480967 -1.451703 -1.0 0.8 1.0
N 3.422478 -0.206787 -2.327573 -0.4 -0.3 0.5
H 0.804688 -0.310927 -0.279223 2.9 -4.0 -1.5
H 2.221878 -0.493317 0.660887 0.3 0.0 -0.1
H 1.735508 -1.868767 -0.397853 0.2 -0.5 0.7
C -0.248452 -0.933347 1.478987 -0.9 -0.8 1.4
C -1.287492 -1.475027 0.636037 -2.9 -2.6 -2.5
N -2.057742 -1.999527 -0.093553 2.4 2.0 2.3
H 0.463118 -1.729767 1.696867 0.2 0.3 -0.2
H -0.673162 -0.647897 2.441397 -0.1 0.2 0.0
H 0.089268 -0.066267 0.911337 0.1 -0.7 2.3
C -1.913092 2.119603 -0.578403 -0.1 -0.6 0.8
C -0.667502 1.382473 -0.477613 1.6 -1.2 -1.2
N 0.302088 0.733953 -0.362533 -7.3 11.8 -1.6
H -2.689732 1.607903 -1.146813 0.4 0.1 -0.6
H -1.726922 3.157213 -0.855563 -0.2 -0.2 0.0
H -2.281292 1.996293 0.440087 -0.3 0.8 0.3
```
Positions in Å, forces in eV/Å.



No. 5
This record from the Open Molecules 2025 dataset describes C9H23CrFN2O6P as an isolated structure at a distorted geometry. The level of theory is ωB97M-V/def2-TZVPD.

Properties
- charge = +1
- multiplicity = 5
- energy (a.u.) = -2403.13928
- HOMO level (spin up / spin down) (eV) = -11.439 / -11.442
- largest force on an atom (eV/A) = 7.23

Structure (XYZ):
```
43
Properties=species:S:1:pos:R:3:forces:R:3
Cr -7.435650 -2.908750 -5.290080 -0.2 4.8 -0.9
F -8.549870 -1.052390 -5.539430 1.7 -3.2 0.4
C -11.495210 -0.570830 -4.289000 -0.6 1.7 0.7
C -12.075340 -1.345110 -5.399200 -2.9 -2.9 0.9
O -13.147390 -1.983400 -5.210110 2.0 1.7 -1.0
N -11.310950 -1.506090 -6.492020 -0.1 -0.2 -0.8
C -11.747100 -2.190780 -7.713190 0.0 -0.3 0.6
H -11.200950 0.436400 -4.583980 1.2 -0.3 -0.4
H -10.772050 -1.191030 -3.759380 0.2 0.5 0.1
H -12.290950 -0.215410 -3.634350 -0.2 -1.0 0.4
H -10.322370 -1.342820 -6.365010 -0.1 0.5 -0.2
H -11.523880 -1.536350 -8.555800 0.0 -0.4 -0.2
H -12.799670 -2.473950 -7.713610 -0.1 0.7 0.4
H -11.296000 -3.181190 -7.774020 0.6 0.1 -0.4
C -8.931160 1.069000 -8.370640 0.6 1.1 1.1
C -9.197970 2.259140 -7.452820 0.2 -1.3 -0.1
O -9.108450 3.375270 -7.856820 -0.1 2.1 -0.9
N -9.484860 1.973150 -6.172320 -0.5 0.1 2.6
C -9.665190 3.041870 -5.145690 0.8 0.6 -1.3
H -9.022670 0.146550 -7.797220 -0.4 -0.2 -0.7
H -7.873110 1.237400 -8.571330 0.1 -0.3 -0.5
H -9.524900 1.273360 -9.261600 0.0 -0.7 0.0
H -9.140290 1.101420 -5.796220 -0.5 -0.2 -0.3
H -9.063350 3.897870 -5.450900 0.4 0.0 -0.1
H -9.302590 2.752450 -4.159350 -0.4 -0.4 -0.1
H -10.649650 3.509610 -5.132830 -0.3 -0.8 0.2
C -2.572050 0.635040 -6.319490 -0.9 0.6 0.0
O -3.467720 -0.499490 -6.097310 -1.0 -0.7 0.6
P -5.061040 -0.377110 -6.079250 4.4 5.7 -0.7
O -5.699440 -1.625200 -5.756950 -2.7 -4.3 1.0
O -5.362780 0.280650 -7.490790 -0.5 -0.1 0.3
C -5.044170 -0.334210 -8.757690 0.1 -1.5 -0.3
O -5.254280 0.824250 -5.018340 2.6 -3.5 -1.7
C -6.392330 1.546500 -4.936370 -2.6 2.3 0.8
H -3.067600 1.570660 -6.060360 -0.2 -0.1 0.1
H -2.363400 0.701180 -7.387280 0.4 -0.3 0.2
H -1.710140 0.559280 -5.656560 0.0 -0.5 -0.4
H -4.188840 -1.008490 -8.714630 0.4 0.3 0.6
H -4.826390 0.356080 -9.572660 -0.4 0.5 0.6
H -5.839460 -1.023350 -9.041770 -0.4 0.5 -0.1
H -6.732540 1.586410 -3.901590 -0.3 -0.7 0.1
H -7.161770 1.180130 -5.615960 0.0 0.3 0.2
H -6.182010 2.605350 -5.087020 0.1 0.0 -0.8
```
Positions in Å, forces in eV/Å.



No. 6
This record from the Open Molecules 2025 dataset describes C5H5NOS2 as an isolated structure at a distorted geometry. The level of theory is ωB97M-V/def2-TZVPD.

Properties
- energy above the lowest of the compared OMol25 structures with the same formula, charge and spin (kcal per mole) = 89.7
- energy (a.u.) = -1119.70924
- HOMO level (spin up / spin down) (eV) = -8.182 / -8.181
- largest force on an atom (eV/A) = 2.89

Structure (XYZ):
```
14
Properties=species:S:1:pos:R:3:forces:R:3
C 2.419287 -1.621352 -0.227046 2.1 -0.1 -0.4
C 1.295394 -1.216241 -0.101076 -0.1 0.1 0.2
C -1.042648 -1.591946 0.454024 -0.7 0.0 -1.0
C -0.020742 -0.714444 0.210638 0.6 -1.0 1.8
C 0.594913 1.647514 -0.069599 0.3 0.2 -0.2
N -0.125313 0.585598 0.673977 -2.3 0.9 -1.5
O -2.731349 1.581550 -1.014182 0.2 -0.4 0.5
S -2.678973 -1.031723 0.303107 -0.1 0.8 0.3
S -2.348281 1.029873 0.292014 1.4 0.0 0.2
H 3.515503 -1.859578 -0.369307 -2.2 0.3 0.3
H -1.130729 -2.680047 0.461802 1.1 0.3 -0.2
H 1.640031 1.780357 0.429852 -1.4 -0.7 -1.6
H 0.468658 1.438686 -1.224613 1.1 0.8 2.2
H 0.144252 2.651752 0.180415 0.0 -1.1 -0.4
```
Positions in Å, forces in eV/Å.



No. 7
This record from the Open Molecules 2025 dataset describes an isolated molecule of C4H9NO3 at a distorted geometry. The level of theory is ωB97M-V/def2-TZVPD.

Properties
- energy above the lowest of the compared OMol25 structures with the same formula, charge and spin (kcal per mole) = 19.5
- energy (a.u.) = -438.29801
- SMILES = O=C(O)NCCCO
- HOMO level (eV) = -9.944
- largest force on an atom (eV/A) = 1.59

Structure (XYZ):
```
17
Properties=species:S:1:pos:R:3:forces:R:3
O 1.255477 -2.947030 -0.368229 -0.2 0.1 -0.1
C 0.348781 -2.139759 -0.415859 0.7 -0.7 0.1
O -0.827616 -2.357726 0.203953 -0.2 0.5 0.4
N 0.442179 -0.964796 -1.082850 -0.4 -0.2 -0.3
C -0.527267 0.114337 -1.064140 0.7 0.8 0.6
C 0.017972 1.364173 -0.355239 0.7 1.4 -0.4
C -0.281671 1.360146 1.138675 0.7 -0.6 0.8
O 0.662424 1.969885 2.024332 0.1 0.5 -0.5
H -0.651150 -3.049991 0.855031 -0.1 -0.2 -0.2
H 1.036940 -1.063375 -1.889402 0.3 0.3 0.2
H -0.785488 0.395141 -2.077949 -0.4 -0.3 -0.1
H -1.371441 -0.178808 -0.451272 -0.4 -0.3 -0.5
H 1.084670 1.565609 -0.533415 0.1 -0.8 0.2
H -0.361183 2.277380 -0.828730 -0.6 -0.2 0.1
H -1.213286 1.874330 1.374263 -0.1 -0.3 -0.1
H -0.313185 0.311324 1.451333 -0.6 -0.1 0.0
H 1.483840 1.469161 2.019496 -0.1 0.0 -0.1
```
Positions in Å, forces in eV/Å.